# 1
Formula: C39H43Cl4N7
Source: OMol25
Level of theory: the ωB97M-V functional and the def2-TZVPD basis

* energy above the lowest of the compared OMol25 structures with the same formula, charge and spin: 0.0 kcal per mole
* frontier orbital gap: 9.82 eV
* strongest force on any atom: 1.2 eV/A
* E: -101660.1672 eV
* SMILES: c1ccncc1.c1ccncc1.c1ccncc1.c1ccncc1.c1ccncc1.c1ccncc1.c1ccncc1.ClCCCl.ClCCCl

Geometry (Å):
Cl 0.9376 -1.5710 -0.4039
C 0.2091 -0.0843 0.2579
C -0.0893 -0.2823 1.7198
Cl -0.9334 1.1410 2.3755
H -0.6370 0.2016 -0.3641
H 0.9408 0.7155 0.1335
H 0.8415 -0.3926 2.2712
H -0.6662 -1.1713 1.9613
Cl -3.9147 -1.4608 1.9211
C -3.6412 -1.1657 3.6439
C -4.7667 -0.3179 4.2105
Cl -4.4829 -0.0845 5.9628
H -2.6789 -0.6885 3.8145
H -3.6416 -2.1298 4.1500
H -5.7248 -0.8078 4.0572
H -4.7999 0.6784 3.7792
N 4.2514 1.9276 -0.3013
C 3.4588 2.6542 -1.0825
C 2.3367 3.3173 -0.6019
C 2.0123 3.1796 0.7352
C 2.8233 2.4132 1.5479
C 3.9703 1.8573 0.9907
H 3.7233 2.6373 -2.1322
H 1.6502 3.8333 -1.2580
H 1.0903 3.6206 1.0965
H 2.5624 2.1796 2.5731
H 4.6198 1.2047 1.5650
N 2.1062 1.0916 -3.8910
C 2.6796 1.6588 -4.9413
C 3.1960 0.9551 -6.0264
C 3.1288 -0.4279 -5.9909
C 2.5457 -1.0367 -4.8889
C 2.0653 -0.2386 -3.8651
H 2.7142 2.7459 -4.9504
H 3.6801 1.4913 -6.8303
H 3.4910 -1.0110 -6.8284
H 2.4443 -2.1128 -4.8237
H 1.5556 -0.6276 -2.9925
N 4.6604 -6.2670 -0.0069
C 4.2809 -5.4308 -0.9695
C 3.0911 -4.7138 -0.9502
C 2.2415 -4.8741 0.1277
C 2.6147 -5.7617 1.1322
C 3.7973 -6.4616 1.0000
H 4.9774 -5.3117 -1.7928
H 2.8524 -4.0903 -1.8020
H 1.3225 -4.3082 0.1961
H 1.9553 -5.9498 1.9695
H 4.1468 -7.1876 1.7251
N 0.2982 -0.9282 4.8430
C 1.2586 -0.0479 5.1211
C 1.3378 0.6364 6.3164
C 0.3377 0.4626 7.2646
C -0.6501 -0.4658 6.9931
C -0.6209 -1.1371 5.7752
H 2.0077 0.0787 4.3458
H 2.1524 1.3293 6.4869
H 0.3710 1.0081 8.1976
H -1.4998 -0.5581 7.6578
H -1.3739 -1.8959 5.5882
N -6.8246 2.5257 1.6150
C -6.3153 3.4312 2.4467
C -4.9710 3.5024 2.7622
C -4.0834 2.6873 2.0582
C -4.5905 1.7638 1.1711
C -5.9733 1.7052 1.0067
H -7.0090 4.1318 2.9007
H -4.5371 4.1929 3.4726
H -3.0217 2.7562 2.2501
H -4.0173 1.1740 0.4681
H -6.4496 0.9352 0.4089
N 0.6969 -4.8291 -3.7767
C 0.5947 -4.7126 -5.0955
C -0.1326 -3.7132 -5.7226
C -0.7100 -2.7303 -4.9276
C -0.5861 -2.8263 -3.5585
C 0.0933 -3.9176 -3.0288
H 1.1307 -5.4533 -5.6810
H -0.2556 -3.7278 -6.7968
H -1.1753 -1.8927 -5.4335
H -0.9349 -2.0169 -2.9301
H 0.1958 -4.0230 -1.9541
N -0.9650 6.0140 -2.8169
C -0.2371 5.1879 -3.5608
C -0.1458 3.8200 -3.3360
C -0.8447 3.2919 -2.2654
C -1.5932 4.1474 -1.4728
C -1.6167 5.4901 -1.7859
H 0.2796 5.6456 -4.3988
H 0.5526 3.2467 -3.9307
H -0.7982 2.2308 -2.0522
H -2.1705 3.7516 -0.6462
H -2.2020 6.1929 -1.2024

---

# 2
Formula: C39H43F5N8O4S
Source: OMol25
Level of theory: the ωB97M-V functional and the def2-TZVPD basis

* frontier orbital gap: 6.12 eV
* strongest force on any atom: 1.2 eV/A
* E: -85669.6196 eV
* SMILES: [H]/N=C(/C)CC1=CC(=O)C(S(=O)(=O)C(F)(F)C(F)(F)F)=CC1=O.c1cc[nH]c1.c1cc[nH]c1.c1cc[nH]c1.c1cc[nH]c1.c1cc[nH]c1.c1cc[nH]c1.c1cc[nH]c1

Geometry (Å):
C 0.7469 -0.8549 -2.0971
C -0.5123 -0.6799 -2.8901
N -1.3202 -1.6553 -3.0117
C -0.7581 0.6928 -3.5260
C -1.9963 1.3426 -2.9755
C -3.0719 1.6478 -3.7123
C -4.2346 2.3272 -3.0787
O -4.9144 3.1400 -3.6511
C -4.4343 1.9677 -1.6267
S -6.0542 1.9017 -0.9277
O -6.9127 2.8660 -1.5294
O -5.9378 1.8567 0.5049
C -6.5578 0.2016 -1.4850
F -6.0647 -0.6997 -0.6385
F -5.9913 0.0180 -2.7035
C -8.0861 -0.0168 -1.6346
F -8.6473 -0.0461 -0.4370
F -8.2648 -1.1961 -2.2200
F -8.6515 0.9122 -2.3703
C -3.3770 1.6615 -0.8700
C -2.0248 1.7136 -1.5207
O -1.0376 2.0734 -0.9247
H 0.8823 -0.0409 -1.3791
H 1.6019 -0.8794 -2.7808
H 0.7312 -1.7975 -1.5499
H -2.1379 -1.3896 -3.5667
H 0.1076 1.3453 -3.3916
H -0.9296 0.5181 -4.5924
H -3.1394 1.4389 -4.7749
H -3.4593 1.3793 0.1758
N -0.4180 -4.7192 1.4630
C -0.3801 -3.7357 0.5119
C -1.1764 -4.1236 -0.5321
C -1.7263 -5.3898 -0.1889
C -1.2394 -5.7307 1.0454
H 0.0742 -4.7001 2.3372
H 0.2112 -2.8480 0.6611
H -1.3443 -3.5630 -1.4380
H -2.3983 -5.9847 -0.7847
H -1.4053 -6.6005 1.6579
N -14.0723 0.3897 -0.2669
C -12.8640 0.6141 -0.8680
C -11.8821 0.2933 0.0309
C -12.5259 -0.1421 1.2218
C -13.8758 -0.0713 1.0061
H -14.9666 0.5430 -0.6936
H -12.8060 0.9807 -1.8784
H -10.8221 0.3618 -0.1440
H -12.0511 -0.4691 2.1316
H -14.7082 -0.3086 1.6458
N 4.8174 -6.5834 1.4280
C 3.4524 -6.6278 1.3473
C 2.9946 -5.3410 1.2515
C 4.1321 -4.4869 1.2768
C 5.2405 -5.2834 1.3857
H 5.4172 -7.3830 1.5079
H 2.9252 -7.5662 1.3604
H 1.9609 -5.0464 1.1717
H 4.1347 -3.4109 1.2208
H 6.2874 -5.0380 1.4353
N 3.1521 1.7397 -3.5683
C 3.9837 1.7353 -2.4826
C 4.0603 3.0187 -2.0095
C 3.2400 3.8274 -2.8419
C 2.6935 3.0098 -3.7937
H 2.9158 0.9349 -4.1181
H 4.4432 0.8222 -2.1431
H 4.6357 3.3460 -1.1588
H 3.0716 4.8869 -2.7504
H 2.0213 3.2224 -4.6074
N -4.3820 -0.1884 2.2158
C -4.6109 -1.5319 2.0988
C -3.5374 -2.1915 2.6335
C -2.6254 -1.2059 3.0976
C -3.1756 0.0197 2.8272
H -5.0013 0.5388 1.9018
H -5.5124 -1.9036 1.6436
H -3.4160 -3.2607 2.6791
H -1.6742 -1.3761 3.5744
H -2.8140 1.0162 3.0190
N 7.2868 2.0787 -0.1437
C 8.0453 1.7221 0.9370
C 8.9768 2.7060 1.1344
C 8.7712 3.6950 0.1336
C 7.7204 3.2778 -0.6377
H 6.5273 1.5430 -0.5205
H 7.8579 0.8065 1.4709
H 9.7231 2.7172 1.9106
H 9.3290 4.6062 -0.0024
H 7.2455 3.7288 -1.4922
N 12.1828 2.9743 3.9649
C 13.0193 2.9717 5.0476
C 13.0902 4.2530 5.5247
C 12.2626 5.0600 4.6967
C 11.7159 4.2413 3.7457
H 11.9499 2.1695 3.4136
H 13.4899 2.0641 5.3841
H 13.6703 4.5770 6.3723
H 12.0888 6.1187 4.7902
H 11.0400 4.4521 2.9349

---

# 3
Formula: C39H43IN5O3PSr
Source: OMol25
Level of theory: the ωB97M-V functional and the def2-TZVPD basis

* energy above the lowest of the compared OMol25 structures with the same formula, charge and spin: 0.0 kcal per mole
* frontier orbital gap: 7.52 eV
* strongest force on any atom: 0.3 eV/A
* E: -72964.0347 eV

Geometry (Å):
Sr 0.6526 1.5700 0.1985
C 2.4697 5.1013 3.0905
C 3.5105 4.0258 3.0185
N 4.5780 4.1268 3.7631
C 5.5138 3.1492 3.6964
C 5.4041 2.0537 2.8852
C 6.4926 1.0153 2.9355
O 6.0434 -0.2332 3.4679
C 4.2501 1.9136 2.0660
C 4.1465 0.7417 1.2239
N 3.1765 0.4051 0.4466
C 3.3159 -0.8434 -0.1976
C 3.6767 -1.9958 0.5049
C 3.7223 -3.2312 -0.1144
C 3.4095 -3.3534 -1.4605
C 3.0727 -2.2210 -2.1873
C 3.0353 -0.9917 -1.5511
I 2.6109 0.7036 -2.7045
C 3.2619 2.9178 2.1191
O 2.1809 2.9063 1.4396
H 2.7709 5.8465 3.8230
H 1.4995 4.6794 3.3598
H 2.3394 5.5723 2.1141
H 6.3815 3.2780 4.3336
H 7.3235 1.4073 3.5290
H 6.8850 0.7852 1.9440
H 5.5566 -0.0394 4.2762
H 5.0018 0.0662 1.2706
H 3.8862 -1.9100 1.5639
H 3.9870 -4.1075 0.4627
H 3.4299 -4.3201 -1.9458
H 2.8472 -2.2893 -3.2427
C -1.0168 -2.9314 -3.2077
C -2.5204 -2.9826 -3.2163
C -3.1797 -4.1796 -3.4799
C -4.5638 -4.2604 -3.5132
C -5.3260 -3.1273 -3.2751
C -4.6924 -1.9285 -2.9894
C -3.3044 -1.8485 -2.9606
N -2.7039 -0.5898 -2.6867
C -1.8073 -0.3386 -1.6656
N -1.8833 -1.2666 -0.6741
C -1.0096 -1.6814 0.3936
C 0.0907 -0.9288 0.8091
C 0.8058 -1.5031 1.8721
C 0.4673 -2.7012 2.4859
C -0.6536 -3.3887 2.0443
C -1.4117 -2.8922 0.9937
C -2.6305 -3.6578 0.5325
N -1.0583 0.7227 -1.6647
C -1.1166 1.5741 -2.7985
C -0.6418 1.1666 -4.0470
C -0.6260 2.0299 -5.1297
C -1.0883 3.3296 -4.9814
C -1.5716 3.7387 -3.7486
C -1.5996 2.8831 -2.6506
C -2.1524 3.3653 -1.3353
H -0.6079 -3.7599 -3.7844
H -0.6159 -2.9967 -2.1931
H -0.6520 -1.9979 -3.6366
H -2.5856 -5.0636 -3.6798
H -5.0451 -5.2050 -3.7299
H -6.4065 -3.1755 -3.3007
H -5.2690 -1.0360 -2.7790
H -2.8666 0.1629 -3.3348
H -2.6352 -1.9146 -0.8398
H 1.6755 -0.9706 2.2571
H 1.0616 -3.0957 3.3030
H -0.9461 -4.3226 2.5113
H -2.7575 -4.5602 1.1289
H -2.5585 -3.9690 -0.5148
H -3.5504 -3.0708 0.6353
H -0.2624 0.1588 -4.1535
H -0.2445 1.6883 -6.0834
H -1.0761 4.0163 -5.8173
H -1.9472 4.7486 -3.6297
H -2.8047 4.2239 -1.4929
H -1.3689 3.6891 -0.6445
H -2.7082 2.5824 -0.8219
C -3.1189 2.7969 3.5533
P -2.2763 1.5412 2.5802
C -3.5676 0.5765 1.7935
C -1.4914 0.4444 3.7577
O -1.3316 2.1698 1.5971
H -3.8083 2.3474 4.2677
H -3.6655 3.4565 2.8791
H -2.3707 3.3842 4.0857
H -4.2456 0.1582 2.5380
H -3.0916 -0.2281 1.2319
H -4.1257 1.2123 1.1053
H -2.2219 0.0877 4.4848
H -0.6968 0.9873 4.2710
H -1.0546 -0.3991 3.2199

---

# 4
Formula: C39H44Cl3INO4P2S2ScSi
Source: OMol25
Level of theory: the ωB97M-V functional and the def2-TZVPD basis

* energy above the lowest of the compared OMol25 structures with the same formula, charge and spin: 92.0 kcal per mole
* total charge: -2
* frontier orbital gap: 5.84 eV
* strongest force on any atom: 1.7 eV/A
* E: -165343.4911 eV

Geometry (Å):
Sc -0.3825 -0.8161 -1.1202
I 2.2537 -1.9190 0.2496
C 2.9952 -0.9395 1.9292
C 3.2118 -1.7981 2.9764
C 3.9001 -1.3496 4.1291
C 4.3936 -0.0840 4.1594
C 4.1797 0.8139 3.0799
C 4.7478 2.1105 3.1237
C 4.5394 2.9727 2.0869
C 3.6947 2.5966 1.0189
C 3.0670 1.3775 0.9191
P 0.8593 1.3640 -0.2006
C 1.7772 2.1060 -1.6463
C 1.2362 3.1094 -2.4473
C 1.9015 3.5910 -3.5680
C 3.1173 3.0391 -3.9459
C 3.6481 2.0050 -3.1857
C 2.9938 1.5612 -2.0470
C 0.6411 2.7017 1.0018
C 0.6272 4.0521 0.6951
C 0.4420 5.0005 1.6964
C 0.2760 4.6079 3.0138
C 0.3073 3.2523 3.3324
C 0.4952 2.3156 2.3364
C 3.4011 0.4343 1.9458
H 2.8820 -2.8243 2.9154
H 4.0535 -2.0289 4.9592
H 4.9615 0.2662 5.0157
H 5.3422 2.3925 3.9858
H 4.9815 3.9643 2.1072
H 3.4794 3.3581 0.2674
H 0.2601 3.5016 -2.2158
H 1.4519 4.3849 -4.1543
H 3.6364 3.3958 -4.8269
H 4.5799 1.5368 -3.4764
H 3.4244 0.7670 -1.4504
H 0.7722 4.3804 -0.3271
H 0.4304 6.0522 1.4357
H 0.1288 5.3491 3.7900
H 0.1833 2.9247 4.3572
H 0.5193 1.2601 2.5845
C -1.2746 -1.6386 4.7598
C -1.7221 -3.0121 4.3029
C -0.5768 -3.8857 3.8250
O -2.7752 -2.9892 3.3128
P -3.0680 -1.8987 2.1642
S -3.9402 -0.3031 2.8327
S -1.3055 -1.6331 1.2176
O -4.0996 -2.7135 1.2692
C -4.1724 -4.1330 1.0212
C -2.8276 -4.7835 0.8223
C -5.0129 -4.7873 2.1017
H -0.5770 -1.7734 5.5907
H -2.1165 -1.0333 5.0907
H -0.7579 -1.0979 3.9687
H -2.2128 -3.5093 5.1494
H -0.0595 -3.4359 2.9787
H -0.9404 -4.8674 3.5206
H 0.1358 -4.0226 4.6420
H -4.7196 -4.1751 0.0731
H -2.2125 -4.7501 1.7164
H -2.2819 -4.2957 0.0212
H -2.9755 -5.8263 0.5364
H -4.4815 -4.8051 3.0513
H -5.2409 -5.8130 1.8047
H -5.9480 -4.2458 2.2378
O -1.3231 -0.9311 -3.0860
C -0.1838 -0.7321 -3.5978
O 0.8352 -0.7012 -2.8562
C -0.0370 -0.5330 -5.0658
C -0.2047 -1.6124 -5.9225
C -0.0599 -1.4276 -7.2891
C 0.2460 -0.1710 -7.7945
C 0.4117 0.9029 -6.9305
C 0.2740 0.7237 -5.5620
H -0.4343 -2.5872 -5.5127
H -0.1830 -2.2687 -7.9593
H 0.3614 -0.0309 -8.8619
H 0.6620 1.8807 -7.3200
H 0.4303 1.5486 -4.8791
Cl 1.4658 -3.9838 -3.4448
Si -0.0665 -3.7504 -1.9490
Cl 0.5221 -5.3019 -0.5949
Cl -1.6998 -4.6578 -2.9965
C -2.1927 3.1265 -1.6478
C -2.0799 1.8567 -0.7958
C -3.1100 0.8477 -1.3140
C -2.4834 2.2120 0.6428
N -0.7621 1.2150 -0.9070
H -3.1952 3.5581 -1.5722
H -1.9968 2.8999 -2.6990
H -1.4884 3.8904 -1.3097
H -4.1149 1.2747 -1.2749
H -3.1306 -0.0435 -0.6776
H -2.8908 0.5455 -2.3417
H -3.5569 2.4206 0.6766
H -1.9682 3.0946 1.0120
H -2.2942 1.3782 1.3196

---

# 5
Formula: C39H44LaN7O9S2Sb
Source: OMol25
Level of theory: the ωB97M-V functional and the def2-TZVPD basis

* energy above the lowest of the compared OMol25 structures with the same formula, charge and spin: 0.0 kcal per mole
* total charge: -1
* frontier orbital gap: 7.76 eV
* strongest force on any atom: 3.4 eV/A
* E: -99089.1077 eV

Geometry (Å):
La -7.3567 -18.4880 3.2976
O -6.3562 -15.8923 7.0278
C -6.3958 -16.7333 6.1205
N -7.5118 -17.1344 5.4610
C -8.6909 -16.4111 5.8080
C -9.5010 -17.0644 6.8413
C -9.1935 -16.8742 8.2074
C -9.8465 -17.6279 9.1510
C -10.7496 -18.6247 8.7546
C -11.0445 -18.6836 7.3481
N -10.4892 -17.9014 6.4740
C -5.1151 -17.2865 5.7244
C -3.9445 -17.2222 6.5062
C -2.7277 -17.6479 5.9575
C -2.7332 -18.2147 4.6827
C -3.9322 -18.3653 3.9640
N -5.0828 -17.9599 4.5575
H -8.4126 -15.4047 6.1725
H -9.2394 -16.2989 4.8557
H -8.4661 -16.0986 8.4814
H -9.5036 -17.5486 10.2075
H -11.2195 -19.3083 9.4304
H -11.8186 -19.3962 7.0114
H -3.9777 -16.7738 7.5009
H -1.8218 -17.4556 6.5405
H -1.8940 -18.6440 4.2456
H -4.0287 -18.7444 2.9620
C -5.1051 -22.4228 4.3609
C -6.5861 -22.2871 4.5270
N -7.3153 -21.2546 4.1596
C -8.6230 -21.6117 4.4278
C -8.6660 -22.9259 4.8526
N -7.3621 -23.3427 4.9484
C -9.6012 -23.9547 5.3081
O -10.8621 -23.6438 5.3168
O -9.1184 -25.0264 5.5977
C -9.7442 -20.6585 4.2243
O -10.9009 -20.9893 4.6700
O -9.3836 -19.6067 3.6232
H -4.6504 -22.2781 5.3542
H -4.8714 -21.6314 3.6852
H -4.7699 -23.3923 3.8953
H -7.1180 -24.3117 5.2626
H -10.8856 -22.6437 5.0740
O -8.5041 -17.6263 1.4570
N -8.4740 -16.4302 0.8542
C -8.9907 -16.3778 -0.4017
C -9.0429 -15.1557 -1.0049
C -8.6388 -13.9714 -0.3413
C -8.0221 -14.0394 0.8972
C -7.8507 -15.3486 1.5031
S -6.8263 -15.5731 2.8590
H -9.3762 -17.3319 -0.7917
H -9.5022 -15.0606 -1.9929
H -8.7941 -12.9461 -0.7484
H -7.6152 -13.1974 1.5069
O -4.1228 -23.8199 1.5545
S -4.4196 -22.7614 0.5802
O -3.7633 -22.8029 -0.7133
N -4.3752 -21.2434 1.2591
C -5.5043 -20.5847 1.1869
O -5.7274 -19.4122 1.6946
C -6.6384 -21.3734 0.5784
C -7.8796 -20.8886 0.1208
C -8.5442 -21.7180 -0.7796
C -8.0824 -22.9980 -1.1117
C -6.9067 -23.4956 -0.5465
C -6.1947 -22.6746 0.2801
H -8.2287 -19.9216 0.4159
H -9.4808 -21.3437 -1.3001
H -8.6789 -23.6033 -1.7908
H -6.4600 -24.4702 -0.8280
C -13.3150 -18.2154 3.8634
C -13.8488 -16.9047 4.3898
C -15.4045 -16.7290 4.1164
Sb -12.7755 -15.2854 3.3865
C -14.1658 -14.4270 1.8224
C -13.5755 -13.0512 1.5064
C -14.2193 -15.4433 0.7172
C -13.0448 -13.5506 4.7943
C -11.8143 -12.6605 4.7159
C -13.3109 -14.0179 6.2417
H -13.9470 -19.0361 4.2723
H -12.2827 -18.4169 4.2017
H -13.3430 -18.3443 2.7490
H -13.5925 -16.7132 5.4762
H -15.7036 -16.6228 3.0970
H -15.7962 -15.9093 4.7311
H -15.9113 -17.6407 4.4268
H -15.1367 -14.3477 2.3534
H -12.9222 -13.1966 0.6563
H -13.0025 -12.5831 2.2921
H -14.3579 -12.3746 1.1551
H -13.2265 -15.8283 0.3923
H -14.6854 -15.0017 -0.2119
H -14.8531 -16.3037 0.9789
H -13.9399 -13.0562 4.4142
H -10.9245 -13.0373 5.2546
H -12.0361 -11.6173 4.9933
H -11.4765 -12.5396 3.6604
H -12.4028 -14.5024 6.5968
H -14.1392 -14.6785 6.2666
H -13.5695 -13.1173 6.8481

---

Q: What is the formula in the first record?
A: C39H43Cl4N7

---

Q: Number 2 is which compound?
A: C39H43F5N8O4S